Entry from OMol25: a molecular structure, C34H54BFeN12Si2 in a non-equilibrium geometry (ωB97M-V with the def2-TZVPD basis set).

Last column: Mulliken charge in e.
Positions of all 104 atoms, in Å:
Fe 1.248656 -0.467621 -1.073412  -1.09
C 1.057065 -4.090042 -0.847993  -1.17
C 0.852017 -3.290071 0.408038  0.26
C 0.478622 -3.773502 1.729669  -1.57
C 0.424418 -2.625285 2.492229  -0.21
N 0.799863 -1.550594 1.710961  1.16
N 0.980671 -1.992919 0.413215  0.20
B 1.247568 -0.134137 2.090277  0.06
N 2.690354 0.085073 1.512867  1.10
C 3.802026 0.469447 2.153797  -0.05
C 4.873135 0.396970 1.280680  -1.68
C 4.326599 -0.137108 0.121215  0.65
C 5.028425 -0.647072 -1.136929  -1.42
N 3.029250 -0.319147 0.251270  -0.14
N 0.268191 0.901269 1.504844  0.85
C -0.477831 1.885418 1.968907  0.21
C -1.057919 2.540122 0.882584  -1.56
C -0.732326 1.763325 -0.223579  -0.47
C -1.180689 1.950695 -1.682701  -0.82
N 0.134230 0.814156 0.135064  1.39
N 1.426478 -0.013992 3.596749  0.69
C 2.236514 -0.796919 4.336641  -0.10
C 2.025161 -0.506068 5.681120  -1.62
C 1.038724 0.489177 5.704530  0.71
C 0.460820 0.964864 6.960148  -1.34
N 0.670935 0.787487 4.473277  -1.05
H 0.115642 -4.275153 -1.303830  0.00
H 1.763676 -3.538931 -1.481452  0.11
H 1.561026 -4.999450 -0.445174  0.51
H 0.324525 -4.796654 2.013055  0.52
H 0.106154 -2.543069 3.533348  0.50
H 3.798103 0.940832 3.118831  0.54
H 5.919620 0.546224 1.545551  0.45
H 5.392063 -1.663125 -0.944061  0.34
H 4.290587 -0.550471 -1.952167  0.26
H 5.955566 -0.090684 -1.334165  0.42
H -0.480007 2.189873 3.064569  0.36
H -1.811274 3.298991 0.986516  0.51
H -2.284276 1.975333 -1.751549  0.36
H -0.779000 2.962721 -1.996929  0.36
H -0.690891 1.196451 -2.231936  -0.41
H 3.042362 -1.414115 3.879879  0.50
H 2.642368 -0.825681 6.492392  0.42
H 0.083578 0.125553 7.548125  0.30
H 1.273084 1.406843 7.556615  0.30
H -0.327913 1.704933 6.757911  0.31
C 2.332234 2.872498 -4.397547  -1.17
Si 2.999138 2.007384 -2.840305  0.12
C 2.416337 2.980297 -1.396647  -0.77
C 4.885084 2.370409 -2.873842  -1.00
N 2.372338 0.458333 -2.547758  0.51
C 2.257973 -0.347695 -3.683228  0.28
C 3.092995 -0.303044 -4.774628  -0.28
C 2.908356 -1.001521 -5.977993  -1.08
C 1.821893 -1.898920 -5.996109  -1.05
C 0.947765 -1.941192 -4.875272  -0.69
C 1.149733 -1.261912 -3.713161  0.57
N 0.325144 -1.355714 -2.615337  1.33
Si -1.306536 -1.944818 -2.689271  0.29
C -2.474529 -1.009384 -3.847344  -1.36
C -1.947596 -1.973805 -0.952149  -0.34
C -1.614586 -3.757120 -3.222222  -1.72
H 1.361920 2.413436 -4.582990  0.28
H 3.039578 2.834192 -5.243040  0.28
H 2.188361 3.863323 -4.032911  0.44
H 2.859431 3.968630 -1.249637  0.55
H 2.623677 2.410003 -0.468949  -0.05
H 1.343700 3.094864 -1.409583  0.05
H 5.361523 2.055020 -3.814207  0.34
H 5.423819 1.919888 -2.025851  0.24
H 4.891888 3.519648 -2.799211  0.28
H 3.856752 0.488938 -4.818009  0.26
H 3.501482 -0.831057 -6.879670  0.41
H 1.678491 -2.548401 -6.790488  0.53
H 0.155066 -2.666761 -4.947282  0.27
H -2.385686 0.037222 -3.857079  0.39
H -3.444763 -1.387359 -3.565480  0.39
H -2.360912 -1.449148 -4.827180  0.38
H -2.995640 -1.948114 -0.736285  0.76
H -1.440183 -1.278607 -0.250419  -0.67
H -1.638843 -2.943251 -0.521591  0.20
H -0.792047 -4.385920 -3.485765  0.42
H -2.321811 -3.710235 -4.095358  0.43
H -2.160858 -4.195701 -2.358963  0.48
C -4.912587 2.288052 3.610336  -0.56
C -6.230505 1.453285 3.831877  -0.60
N -6.263437 0.419619 2.796924  -0.23
C -4.986844 -0.378835 2.844480  -0.85
C -3.758299 0.434279 2.504334  0.33
N -4.230760 1.857729 2.377115  -0.04
C -5.109586 1.959447 1.241907  -0.33
C -6.349655 1.057322 1.475982  -0.73
H -4.182150 2.055899 4.366532  0.31
H -5.072361 3.386431 3.573496  0.40
H -7.147315 1.973901 3.687055  0.32
H -6.206761 1.011745 4.826754  0.33
H -5.066664 -1.229081 2.199880  0.39
H -4.931279 -0.786920 3.858575  0.29
H -3.243962 0.141719 1.585291  -0.45
H -2.990086 0.357565 3.285849  0.28
H -4.544370 1.658680 0.355073  0.00
H -5.451504 2.996830 1.128249  0.50
H -6.506117 0.187945 0.797439  0.34
H -7.272398 1.646037 1.316616  0.30

Atoms 1-6, force components in eV/Å:
Fe 0.727 0.291 -0.103
C 1.632 0.142 1.897
C -0.705 -0.982 0.959
C 0.483 1.376 -1.473
C 0.322 0.175 -0.474
N -0.775 -1.405 -0.148

Properties
E_tot = -3852.7537 Ha
frontier orbital gap (spin up / spin down) = 7.94 / 6.23 eV
expectation value of S² = 8.78
2S+1 = 6

=====

Entry from OMol25: a molecular structure, C34H54BrN4SiTi (ωB97M-V with the def2-TZVPD basis set).

Last column: Mulliken charge in e.
Positions of all 95 atoms, in Å:
Ti 0.065999 -0.541666 0.196185  0.24
C -0.378967 1.038228 -2.325248  -1.54
N 0.811604 0.510194 -1.612074  0.45
C 1.740115 1.574934 -1.220581  -1.40
C 1.077782 2.473456 -0.212047  0.71
C 1.395437 3.818860 -0.115337  -0.99
C 0.703208 4.601325 0.792575  -0.68
C -0.299297 4.015176 1.548816  -0.92
C -0.539147 2.661951 1.397423  -0.81
N 0.149682 1.890132 0.551732  0.97
C 1.508510 -0.514137 -2.402045  -1.17
C 0.630665 -1.726681 -2.550604  0.53
C 0.723829 -2.574748 -3.640283  -1.00
C -0.113088 -3.676765 -3.702684  -0.41
C -1.031640 -3.875763 -2.684007  -0.99
C -1.062123 -2.976920 -1.635525  -0.42
N -0.237904 -1.927113 -1.552821  0.60
C -1.741970 0.920522 -1.649338  0.94
C -2.806445 1.555718 -2.276210  -1.05
C -4.074536 1.458367 -1.733403  -0.51
C -4.247843 0.728633 -0.567298  -0.92
C -3.140813 0.132079 0.000866  -0.69
N -1.911832 0.217126 -0.520105  0.95
H -0.463491 0.533607 -3.291132  0.64
H -0.226293 2.096061 -2.557278  0.64
H 2.072002 2.160565 -2.086681  0.50
H 2.619765 1.103283 -0.775004  0.48
H 2.158510 4.243184 -0.754253  0.54
H 0.926095 5.655362 0.891602  0.45
H -0.887217 4.592657 2.248035  0.50
H -1.311321 2.167602 1.971387  0.65
H 2.415621 -0.793756 -1.861599  0.48
H 1.795563 -0.140988 -3.393130  0.56
H 1.439761 -2.370556 -4.425351  0.53
H -0.057420 -4.362566 -4.537215  0.43
H -1.713025 -4.714181 -2.698142  0.45
H -1.762810 -3.095289 -0.819090  0.52
H -2.638094 2.120155 -3.184753  0.53
H -4.914126 1.945512 -2.210671  0.44
H -5.218515 0.625980 -0.104157  0.47
H -3.220362 -0.437461 0.919859  0.50
C 2.520329 -3.829186 2.247716  -1.92
C 1.414660 -2.800480 2.008306  3.23
C 0.106351 -3.525328 1.693126  -1.36
C 1.789847 -1.752575 0.942422  -0.86
H 2.255681 -4.544868 3.031795  0.40
H 3.450400 -3.335681 2.537030  0.31
H 2.718642 -4.392317 1.331228  0.50
H 1.257590 -2.272992 2.953662  -2.30
H 0.207147 -4.119593 0.780105  0.43
H -0.721882 -2.815433 1.546876  0.08
H -0.195624 -4.200404 2.497977  0.51
H 2.323432 -2.275046 0.128755  0.37
H 2.560661 -1.098810 1.384227  0.37
C 0.409230 -2.782904 5.389080  -1.98
C 0.084012 -1.574437 6.281082  2.75
C 0.997509 -1.627449 7.520456  -1.75
C -1.369570 -1.754643 6.745472  -2.17
Si 0.329008 0.091372 5.378739  -1.28
Br -0.695882 -0.222378 3.323161  -0.19
C 2.149047 0.489093 4.937675  2.81
C 2.925400 -0.792319 4.596033  -2.45
C 2.848547 1.163194 6.133032  -1.81
C 2.279018 1.406480 3.709380  -1.74
C -0.650567 1.550017 6.148406  2.75
C -0.373736 1.627961 7.661557  -1.85
C -0.245759 2.891041 5.522754  -1.91
C -2.169806 1.426812 5.945680  -1.70
H 0.270806 -3.691904 5.982350  0.61
H 1.433012 -2.787303 5.018543  0.36
H -0.263967 -2.842850 4.532500  0.26
H 0.796038 -2.554077 8.066038  0.53
H 0.825372 -0.799991 8.210473  0.31
H 2.055007 -1.633882 7.255475  0.33
H -1.469797 -2.749178 7.189758  0.59
H -2.074554 -1.694103 5.913848  0.33
H -1.662949 -1.032226 7.506094  0.38
H 3.016293 -1.467324 5.446613  0.30
H 3.940120 -0.513599 4.295011  0.64
H 2.475671 -1.336583 3.763094  0.44
H 2.797675 0.561782 7.042143  0.33
H 2.443290 2.149768 6.357130  0.35
H 3.907314 1.295398 5.890515  0.53
H 1.892446 0.921953 2.810466  0.03
H 3.342595 1.607475 3.544147  0.62
H 1.779298 2.365704 3.825854  0.24
H 0.689333 1.694970 7.896419  0.31
H -0.786142 0.774995 8.200042  0.34
H -0.853935 2.525472 8.063269  0.57
H 0.783003 3.171627 5.743989  0.26
H -0.891752 3.675836 5.929475  0.63
H -0.374916 2.880959 4.440348  0.15
H -2.591243 0.510791 6.351253  0.33
H -2.438469 1.481311 4.890101  0.24
H -2.653798 2.265371 6.456008  0.56

Atoms 1-6, force components in eV/Å:
Ti 0.160 0.252 0.908
C -0.015 0.053 -0.064
N -0.111 -0.005 -0.315
C 0.016 -0.013 0.087
C 0.033 0.001 -0.031
C -0.038 0.001 -0.018

Properties
E_tot = -5259.8565 Ha
net charge = +1
relative energy (zero: lowest compared OMol25 entry of this formula, charge and spin) = 0.0 kJ/mol
frontier orbital gap (spin up / spin down) = 6.26 / 7.45 eV
expectation value of S² = 2.00
2S+1 = 3